[1]
Molecular formula: C10H77BF9O33
Method: DFT, the ωB97M-V functional and the def2-TZVPD basis

Calculated total energy, eV: -104322.525
Frontier orbital gap, Eh: 0.2342
Strongest force on any atom, eV Å⁻¹: 1.7

```
! wB97M-V def2-TZVPD RIJCOSX def2/J DEFGRID3
* xyz -1 1
H 4.1677 9.9584 -1.4189
O -0.0437 5.4713 -5.3352
H 2.9555 7.3154 -3.2430
H 3.2417 8.7814 -1.1883
O -0.6805 -6.0302 3.4718
C 1.7130 -2.3847 1.5267
C -3.8432 0.0212 2.2803
H -1.0721 -5.4754 1.5385
H 0.9553 8.3985 -2.6765
H 3.2527 5.4452 -0.5021
H 3.3323 -0.3195 4.7741
H 3.0593 0.9792 2.1235
H 3.5003 0.5583 -7.5799
H -5.6217 1.1402 6.5169
H 1.0544 1.6271 -5.4508
O -5.2010 0.5072 -4.1218
H -0.1780 0.1298 2.3676
O -5.8144 1.8667 5.9170
C 2.9246 -0.0635 1.9901
F -2.4095 -0.9246 3.8741
O -5.3133 -5.0945 6.9897
H -0.8167 5.1208 -4.8796
O -6.4979 -5.5254 4.3906
H 8.8448 -2.9367 6.2146
O -3.3686 -5.7630 4.2834
H 5.2709 -2.8447 7.8141
O 0.4515 2.0927 -4.8635
O 0.1413 2.9213 -0.3944
F -2.2602 1.2115 3.4242
H 1.1883 -4.4748 -1.4784
F -4.7245 0.3131 3.3111
H -1.2129 -1.1762 -2.8474
H 1.1601 -4.3420 -3.9609
O 4.0433 9.0377 -1.6675
H -1.9792 -5.6830 -2.1655
C -0.8463 -1.9441 1.5926
O -2.8106 0.2742 -2.4721
H 0.2451 -3.4226 2.6888
O 3.9400 -1.0525 4.6349
H -3.4201 -4.8209 4.0787
F -5.6329 -0.9677 1.1506
H 1.5266 1.1044 -7.5829
O 0.1386 2.8822 -7.6217
B -1.1640 -0.3123 1.8039
H 2.3510 -3.1858 1.9088
H 4.7940 -0.7297 4.9489
O 1.2847 8.4928 -0.4875
H 1.5376 -2.5747 0.4740
O -0.0313 4.5455 1.7416
C -2.4138 -0.0312 2.8173
H -0.1957 -6.8258 3.7118
H -0.8078 4.1442 2.1506
H -2.8657 -6.8660 -1.8014
H -5.8488 -5.4106 6.2455
H -3.6812 -6.1938 3.4813
O 7.0686 -0.4597 4.3978
H -3.2952 -0.1479 -3.1921
H 0.1924 6.0316 -2.4190
O 8.3786 -2.7003 5.4088
H 1.7937 5.6118 -0.9778
H -5.5906 0.1961 -4.9491
O 0.3149 -4.6844 -4.2644
H 3.1599 6.5492 -4.5425
H -3.4500 0.3301 -1.7544
C 2.4526 -1.1385 1.7510
O 4.9762 -1.2995 -0.1409
O -6.3246 -1.9639 -5.5229
C -4.3898 -1.2675 1.6263
O 4.2823 0.9113 -8.0287
H 0.2559 -1.5594 -2.6741
H -1.0080 -5.3006 0.0199
H 4.2638 -1.0474 0.4748
H -7.0137 -2.6331 -5.5642
C -1.2442 0.4276 0.3451
H 5.0604 6.8758 -1.8221
F -4.0218 1.0219 1.3990
H -1.5530 1.4595 0.5027
H 1.0708 -0.2001 -8.2127
H 0.7944 3.3134 0.1925
H 2.5130 -4.3307 -2.2174
H -0.2170 1.4327 -4.6482
O 1.9171 -3.8612 -1.6261
H -1.8597 -0.0846 -0.4001
H -4.4174 -5.3471 6.7464
H 4.4133 -2.4341 6.6107
H -1.4642 -6.0411 4.0371
H 7.4614 -2.5709 5.6919
O 4.9891 6.0412 -1.3406
H -5.0648 1.4503 -4.2547
H 0.6199 7.7984 -0.4103
O -0.5903 -1.9019 -2.9825
O 1.5006 -6.8632 0.1302
H 0.0785 6.3497 -4.9554
H -0.3736 8.5612 -3.4057
H -5.8779 -2.1337 -4.6857
H -5.7566 -5.9765 3.9779
O 3.6168 7.1142 -3.9107
O -0.6119 -4.9851 0.8431
H 0.8524 -6.1606 0.3107
H -0.5288 3.6026 -0.4796
H -0.7140 -2.1641 0.5337
H -6.5380 -4.6736 3.9400
F -3.6139 -3.4396 2.2991
O 1.4660 0.1524 -7.4094
O 2.4026 5.8386 -0.2617
H 1.7609 8.4515 0.3491
C 0.4260 -2.3936 2.3712
F -4.5424 -2.2686 3.8689
H -0.2902 -3.9466 -4.1151
H -5.7419 1.4696 5.0419
O 0.0989 5.1705 -1.9844
O 5.3238 -2.4629 6.9335
H 0.2556 3.7570 -7.2321
O 0.3068 7.9113 -3.2040
H 5.7027 -1.5400 0.4406
O -2.1782 -6.2955 -1.4474
F -5.7482 -3.1150 2.2996
H 2.3294 -6.4981 0.4543
H 7.6972 -1.0493 3.9671
H 0.0792 5.3871 2.1937
H 7.2587 0.4073 4.0275
H -0.2476 0.4981 -0.0813
F -3.6822 -1.6525 0.5542
H -1.6509 -2.5541 2.0035
C -4.5502 -2.5178 2.5646
H 5.6404 5.4647 -1.7511
H 0.5127 -1.8049 3.2791
H 4.4214 1.7772 -7.6344
H 0.7557 4.6083 -2.4167
H -0.6329 2.5329 -7.1662
*
```

Atom charges from the Löwdin analysis, given in e for atoms 1 to 99: atom 1 (H): 0.05, atom 2 (O): -0.05, atom 3 (H): 0.00, atom 4 (H): 0.00, atom 5 (O): -0.05, atom 6 (C): -0.18, atom 7 (C): -0.34, atom 8 (H): 0.02, atom 9 (H): 0.03, atom 10 (H): 0.01, atom 11 (H): 0.04, atom 12 (H): 0.04, atom 13 (H): 0.00, atom 14 (H): 0.03, atom 15 (H): 0.01, atom 16 (O): -0.05, atom 17 (H): 0.10, atom 18 (O): -0.06, atom 19 (C): 0.08, atom 20 (F): 0.06, atom 21 (O): -0.08, atom 22 (H): 0.04, atom 23 (O): -0.04, atom 24 (H): 0.03, atom 25 (O): -0.03, atom 26 (H): 0.03, atom 27 (O): -0.05, atom 28 (O): -0.07, atom 29 (F): 0.05, atom 30 (H): 0.03, atom 31 (F): 0.09, atom 32 (H): 0.00, atom 33 (H): 0.01, atom 34 (O): -0.04, atom 35 (H): 0.05, atom 36 (C): -0.15, atom 37 (O): -0.06, atom 38 (H): 0.07, atom 39 (O): -0.06, atom 40 (H): 0.05, atom 41 (F): 0.12, atom 42 (H): 0.01, atom 43 (O): -0.06, atom 44 (B): -0.51, atom 45 (H): 0.11, atom 46 (H): 0.00, atom 47 (O): -0.06, atom 48 (H): 0.09, atom 49 (O): -0.05, atom 50 (C): -0.36, atom 51 (H): 0.05, atom 52 (H): 0.06, atom 53 (H): 0.04, atom 54 (H): -0.01, atom 55 (H): 0.06, atom 56 (O): -0.05, atom 57 (H): 0.01, atom 58 (H): 0.00, atom 59 (O): -0.07, atom 60 (H): -0.01, atom 61 (H): 0.02, atom 62 (O): -0.07, atom 63 (H): 0.04, atom 64 (H): 0.04, atom 65 (C): -0.14, atom 66 (O): -0.08, atom 67 (O): -0.05, atom 68 (C): -0.31, atom 69 (O): -0.07, atom 70 (H): 0.04, atom 71 (H): 0.01, atom 72 (H): -0.03, atom 73 (H): 0.04, atom 74 (C): -0.09, atom 75 (H): 0.01, atom 76 (F): 0.15, atom 77 (H): 0.03, atom 78 (H): 0.06, atom 79 (H): 0.02, atom 80 (H): 0.04, atom 81 (H): 0.04, atom 82 (O): -0.04, atom 83 (H): 0.01, atom 84 (H): 0.01, atom 85 (H): 0.03, atom 86 (H): 0.00, atom 87 (H): 0.01, atom 88 (O): -0.06, atom 89 (H): 0.05, atom 90 (H): 0.05, atom 91 (O): -0.06, atom 92 (O): -0.08, atom 93 (H): 0.00, atom 94 (H): 0.07, atom 95 (H): 0.04, atom 96 (H): 0.02, atom 97 (O): -0.05, atom 98 (O): -0.05, atom 99 (H): -0.02

[2]
Molecular formula: C22H26HgIN3O4Si
Method: DFT, the ωB97M-V functional and the def2-TZVPD basis

Calculated total energy, eV: -56053.571
Frontier orbital gap (alpha / beta), Eh: 0.2133 / 0.2736
Strongest force on any atom, eV Å⁻¹: 0.6

```
! wB97M-V def2-TZVPD RIJCOSX def2/J DEFGRID3
* xyz -1 2
H -0.9558 -0.1009 -2.6232
C -0.0999 3.4064 -1.2624
H 5.8463 0.2416 -3.3106
H 0.5103 -1.0890 -2.4809
O -1.9585 -1.8721 -1.1815
H 4.1946 1.6309 -4.6096
H 5.0521 -2.3020 -2.2042
C -0.5163 -1.0622 -2.8588
H 5.5948 -3.1472 0.0696
C 4.0412 1.3985 -3.5537
N 4.3326 1.1530 0.2461
C -4.6282 3.3361 1.5090
N -1.3781 -3.3735 -2.7680
H -1.5954 4.7807 -1.9888
H 4.4245 -0.7078 -3.7844
H 5.2924 -1.5529 0.7672
O 2.4911 1.1350 1.5283
N 2.3865 -0.0818 -0.4020
C 3.0456 -0.5605 -1.4754
H -2.2707 1.9729 -1.9907
H -5.7089 3.3430 1.4181
H 3.9631 -2.4678 0.0496
H 4.4006 2.2504 -2.9685
H -4.3255 2.5026 -0.4449
H 6.3800 -1.3709 -1.4984
H 4.7032 1.8245 0.9007
H 2.9653 1.3013 -3.3857
C 5.0230 -2.2251 -0.0525
H -4.6347 4.1405 3.5004
H -0.7787 3.3307 1.8185
C 1.7327 5.4247 -1.9347
H 1.6200 2.3090 -0.6109
Hg -0.3502 0.0354 0.8106
H 2.4409 6.2012 -2.2001
C 5.1202 0.7830 -0.7995
C 0.3699 5.6205 -2.1470
C 1.2682 3.2356 -1.0472
C -1.8619 3.3301 1.7225
C -0.5337 4.6193 -1.8162
H -0.8041 -3.6033 -3.5589
O 6.2317 1.2578 -0.9672
C -3.8438 2.8658 0.4586
C 2.1801 4.2333 -1.3832
O 2.5023 -1.2778 -2.3215
Si -1.3726 2.0914 -0.8015
C 3.0048 0.7139 0.4975
C -1.3546 -2.1381 -2.2043
C 4.5439 -0.2904 -1.7024
C -2.6384 3.7997 2.7728
H 0.0138 6.5570 -2.5602
H -2.1619 4.1638 3.6760
H -1.8502 -4.1039 -2.2659
I -0.3398 -1.1502 -4.9874
H 3.2394 4.0770 -1.2093
C -2.4482 2.8456 0.5473
C 4.7727 0.1157 -3.1635
C -4.0266 3.7954 2.6722
C 5.3151 -1.5973 -1.4142
*
```

In elementary charge units, the Löwdin charges are: atom 1 (H): -0.02, atom 2 (C): -0.34, atom 3 (H): 0.11, atom 4 (H): 0.01, atom 5 (O): -0.05, atom 6 (H): 0.07, atom 7 (H): 0.12, atom 8 (C): -0.57, atom 9 (H): 0.07, atom 10 (C): -0.07, atom 11 (N): 0.20, atom 12 (C): -0.11, atom 13 (N): 0.13, atom 14 (H): 0.10, atom 15 (H): 0.11, atom 16 (H): 0.08, atom 17 (O): -0.06, atom 18 (N): 0.12, atom 19 (C): -0.48, atom 20 (H): -0.04, atom 21 (H): 0.09, atom 22 (H): 0.08, atom 23 (H): 0.07, atom 24 (H): 0.09, atom 25 (H): 0.12, atom 26 (H): 0.15, atom 27 (H): 0.08, atom 28 (C): -0.08, atom 29 (H): 0.09, atom 30 (H): 0.10, atom 31 (C): -0.10, atom 32 (H): 0.05, atom 33 (Hg): 0.61, atom 34 (H): 0.09, atom 35 (C): -0.44, atom 36 (C): -0.10, atom 37 (C): -0.10, atom 38 (C): -0.13, atom 39 (C): -0.12, atom 40 (H): 0.04, atom 41 (O): 0.06, atom 42 (C): -0.12, atom 43 (C): -0.09, atom 44 (O): -0.01, atom 45 (Si): 0.58, atom 46 (C): -0.61, atom 47 (C): -0.65, atom 48 (C): -0.32, atom 49 (C): -0.10, atom 50 (H): 0.09, atom 51 (H): 0.10, atom 52 (H): 0.10, atom 53 (I): 0.75, atom 54 (H): 0.10, atom 55 (C): -0.39, atom 56 (C): -0.19, atom 57 (C): -0.11, atom 58 (C): -0.17

[3]
Molecular formula: C41H30Br2N5O4PS2SeTl
Method: DFT, the ωB97M-V functional and the def2-TZVPD basis

Calculated total energy, eV: -299723.809
Frontier orbital gap, Eh: 0.2301
Strongest force on any atom, eV Å⁻¹: 2.0
ΔE to the lowest compared entry with this formula, charge and spin, kJ/mol: 64.80

```
! wB97M-V def2-TZVPD RIJCOSX def2/J DEFGRID3
* xyz 1 1
C 1.9242 -4.7406 -0.2120
O -1.2539 -1.0150 0.0721
C -0.1493 0.3369 6.0715
H 7.6350 0.3708 1.4927
C 3.3005 -2.5871 -0.2238
C -1.4682 -2.2875 -0.0251
N 0.2640 -0.8650 6.4087
H -4.8512 3.8269 0.1056
C -1.4714 4.0401 0.1090
C -1.0071 2.8348 5.1378
N 0.8785 -2.6150 -0.1659
H -5.9447 -0.8346 3.2557
C -3.9563 0.2075 -3.9123
H 2.4432 1.6635 -2.1145
C -2.7295 3.4762 -0.0413
C -3.6838 5.5733 0.5811
C -0.4850 -4.6091 -0.1253
H -2.2111 3.4504 -2.6840
O -1.0788 1.5562 -0.1376
H 3.2792 -1.7903 -0.9751
C 4.2419 0.7853 1.2575
C -0.9050 1.8481 4.2217
C -5.0262 0.8837 0.4853
C 6.5965 0.4391 1.8053
H -6.9265 0.2969 1.2846
C -1.2771 5.3646 0.4736
C 3.9103 0.6718 2.6091
C 3.9839 1.1092 -0.9216
P -2.6528 1.7251 -0.4458
H -1.3326 3.8233 4.8218
H -3.4888 -0.8879 3.5797
H -0.0629 1.2628 8.0544
C -0.2856 1.4280 7.0039
H -2.0003 0.1477 1.9062
H -2.7692 3.1818 -5.0653
H -0.7945 3.4602 7.2263
C -3.0781 0.2140 1.7932
C -3.9165 -0.3826 2.7180
O 0.6186 2.8361 1.0953
C 4.9147 0.4168 3.5368
H 0.6470 -6.4463 -0.1674
C -2.4087 6.1277 0.7065
O 0.4580 3.0056 -1.3793
H 4.6569 0.3133 4.5863
C -5.8509 0.2818 1.4235
H -4.4287 -0.7040 -4.2650
H -0.2776 5.7791 0.5841
N 3.3412 0.9988 0.1969
C -3.8545 4.2495 0.2032
C -1.7901 -5.1659 -0.0812
C -0.6972 2.6244 6.5384
C 5.5856 0.6851 0.8841
H -3.8641 -0.4601 -1.8643
C -3.0208 1.5131 -2.1349
H 3.5001 -2.1173 0.7493
C 1.9801 -3.3305 -0.2028
C 6.2474 0.2955 3.1402
H -3.9155 1.1329 -5.8480
C -3.6530 1.2338 -4.7990
N 3.3789 1.2957 -2.1325
H -5.4542 1.3486 -0.4010
N -0.3111 -0.5003 3.8679
H 2.8820 0.8084 2.9365
C -3.0171 2.3951 -4.3613
Br -2.0670 -7.0380 -0.0726
C -2.8691 -4.3424 -0.0378
C -0.3449 -3.2058 -0.1188
C -5.2941 -0.3482 2.5346
C -2.7025 -2.9396 -0.0135
H -3.8681 -4.7574 -0.0111
C -3.6451 0.8468 0.6888
C -0.4680 0.5452 4.6582
C -2.7006 2.5457 -3.0261
H -1.1289 2.0209 3.1746
H -2.2978 7.1659 1.0007
H 7.0179 0.1002 3.8785
H -4.5561 6.1837 0.7961
Se 0.2600 -1.8059 4.9217
H 4.1320 -3.2552 -0.4449
S -0.1491 2.9103 -0.0938
Br -4.3116 -1.9303 0.0721
Tl 0.8089 -0.3477 1.0391
H 2.8405 -5.3141 -0.2553
C 0.7104 -5.3647 -0.1734
C -3.6439 0.3400 -2.5681
S 5.7225 0.9167 -0.8357
H 3.9442 1.5448 -2.9208
*
```

In elementary charge units, the Löwdin charges are: atom 1 (C): 0.00, atom 2 (O): -0.30, atom 3 (C): -0.39, atom 4 (H): 0.11, atom 5 (C): -0.02, atom 6 (C): -0.40, atom 7 (N): -0.22, atom 8 (H): 0.12, atom 9 (C): -0.27, atom 10 (C): -0.06, atom 11 (N): 0.05, atom 12 (H): 0.12, atom 13 (C): -0.04, atom 14 (H): 0.08, atom 15 (C): -0.24, atom 16 (C): -0.03, atom 17 (C): -0.18, atom 18 (H): 0.11, atom 19 (O): -0.41, atom 20 (H): 0.08, atom 21 (C): -0.33, atom 22 (C): -0.03, atom 23 (C): -0.16, atom 24 (C): -0.09, atom 25 (H): 0.12, atom 26 (C): -0.01, atom 27 (C): -0.05, atom 28 (C): -0.70, atom 29 (P): 1.03, atom 30 (H): 0.11, atom 31 (H): 0.12, atom 32 (H): 0.12, atom 33 (C): -0.02, atom 34 (H): 0.07, atom 35 (H): 0.12, atom 36 (H): 0.11, atom 37 (C): -0.12, atom 38 (C): -0.08, atom 39 (O): -0.27, atom 40 (C): -0.08, atom 41 (H): 0.09, atom 42 (C): -0.03, atom 43 (O): -0.22, atom 44 (H): 0.11, atom 45 (C): -0.12, atom 46 (H): 0.12, atom 47 (H): 0.14, atom 48 (N): 0.03, atom 49 (C): -0.02, atom 50 (C): -0.64, atom 51 (C): -0.07, atom 52 (C): -0.48, atom 53 (H): 0.03, atom 54 (C): -0.27, atom 55 (H): 0.08, atom 56 (C): -0.31, atom 57 (C): -0.09, atom 58 (H): 0.12, atom 59 (C): -0.04, atom 60 (N): 0.11, atom 61 (H): 0.12, atom 62 (N): -0.30, atom 63 (H): 0.08, atom 64 (C): -0.05, atom 65 (Br): 0.78, atom 66 (C): -0.18, atom 67 (C): -0.14, atom 68 (C): -0.09, atom 69 (C): -0.49, atom 70 (H): 0.09, atom 71 (C): -0.37, atom 72 (C): -0.39, atom 73 (C): -0.05, atom 74 (H): 0.09, atom 75 (H): 0.12, atom 76 (H): 0.11, atom 77 (H): 0.12, atom 78 (Se): 1.13, atom 79 (H): 0.08, atom 80 (S): 0.61, atom 81 (Br): 1.04, atom 82 (Tl): 1.00, atom 83 (H): 0.12, atom 84 (C): -0.01, atom 85 (C): -0.05, atom 86 (S): 1.08, atom 87 (H): 0.09